1.
ORCA calculation (ωB97M-V/def2-TZVPD) on the molecule C3H5NO2 at a distorted geometry.

As for the SMILES: O=C1CCN1O. As for the charge: 0.

Each line ends with the Löwdin charge.
Cartesian coordinates (Å):
O: -1.16678 -2.03247 0.08559  0.110
O: 1.81955 -1.12041 0.19436  0.013
N: 0.65726 -0.47933 -0.17542  -0.118
C: -1.13292 0.46540 0.01041  -0.070
C: 0.32482 0.93478 0.09841  -0.108
C: -0.62953 -0.96688 -0.01064  -0.454
H: -1.74208 0.65923 -0.91771  0.134
H: 2.38938 -1.22962 -0.63718  0.148
H: 0.66878 1.70242 -0.61895  0.116
H: 0.53926 1.36542 1.05829  0.106
H: -1.72775 0.70146 0.91286  0.123

2.
ORCA calculation (ωB97M-V/def2-TZVPD) on the molecule C3H5NO2.

As for the SMILES: NC(=O)/C=C/O. As for the charge: 0.

Each line ends with the Löwdin charge.
Cartesian coordinates (Å):
O: -2.57147 -0.11148 -0.77056  0.036
O: 1.57427 -0.22884 -1.24401  0.036
N: 1.82362 0.11291 0.99048  0.140
C: -1.24195 -0.00294 -0.94119  -0.164
C: 1.07471 0.02931 -0.16011  -0.565
C: -0.37298 0.23390 0.04802  -0.031
H: -2.73284 -0.17433 0.18248  0.109
H: -0.74360 0.48399 1.04147  0.107
H: 1.36948 0.06973 1.88939  0.090
H: 2.75679 -0.26753 0.93818  0.105
H: -0.93601 -0.14471 -1.97415  0.139

It is found that the E_LUMO values, taken in the order of the records, are 0.69; 0.65 eV.
It is found that the energy values, taken in the order of the records, are -322.46884; -322.54840 Ha.
It is found that the relative energy (zero: lowest compared OMol25 entry of this formula, charge and spin) values, taken in the order of the records, are 2.870; 0.706 eV.